[1]
118
Properties=species:S:1:pos:R:3:lowdin_charge:R:1 method="wB97M-V/def2-TZVPD" e_tot_ev=-128430.614 orbital_gap_ha=0.29192 largest_force_ha_per_bohr=0.0391 multiplicity=1 homo_ev=-8.473
C 3.29 -1.70 0.35 -0.0543
C 2.37 -2.48 -0.59 -0.3874
O 2.36 -1.77 -1.85 -0.0658
C 2.82 -3.92 -0.92 -0.1611
N 1.66 -4.80 -1.05 -0.0555
C 1.60 -5.62 -2.27 -0.1931
C 0.16 -5.94 -2.65 -0.1530
O -0.41 -4.94 -3.54 -0.0432
C -1.29 -4.13 -2.87 -0.2615
C -0.74 -3.07 -2.17 0.0872
C -1.49 -2.19 -1.46 -0.1950
F -0.89 -1.20 -0.81 0.0966
C -2.87 -2.34 -1.47 -0.0156
C -3.43 -3.37 -2.20 -0.0762
C -2.65 -4.28 -2.88 0.0755
C -4.94 -3.46 -2.21 -0.2520
O -5.54 -4.50 -2.43 0.1160
C -5.65 -2.16 -1.97 -0.0901
C -6.92 -1.94 -2.47 -0.0114
C -7.53 -0.73 -2.26 -0.0668
C -6.95 0.28 -1.53 -0.0497
C -5.70 0.07 -0.99 -0.0063
C -5.09 -1.14 -1.23 -0.0891
C -3.70 -1.37 -0.68 -0.2309
O -3.30 -0.79 0.32 0.1094
H 3.74 -2.31 1.14 0.0845
H 4.03 -1.12 -0.20 0.0583
H 2.68 -0.95 0.86 0.0471
H 1.35 -2.45 -0.19 0.1234
H 1.51 -1.32 -1.93 0.0325
H 3.48 -4.26 -0.11 0.1159
H 3.44 -3.87 -1.82 0.1239
H 1.63 -5.44 -0.27 0.1112
H 2.16 -5.20 -3.11 0.1263
H 2.08 -6.60 -2.05 0.1162
H 0.09 -6.90 -3.17 0.1206
H -0.47 -6.01 -1.76 0.1298
H 0.34 -2.94 -2.19 0.1164
H -3.09 -5.11 -3.43 0.1429
H -7.45 -2.70 -3.04 0.1249
H -8.52 -0.58 -2.67 0.1105
H -7.44 1.24 -1.36 0.1018
H -5.18 0.81 -0.41 0.0860
O 0.47 -0.09 -3.62 -0.3125
S 0.83 1.29 -3.80 0.6726
O 2.15 1.69 -4.23 -0.3208
C -0.39 2.07 -4.85 -0.2283
C -1.46 2.56 -3.89 -0.2188
C -0.71 3.17 -2.70 -0.2095
C 0.40 2.19 -2.30 -0.2085
H -0.76 1.34 -5.58 0.1081
H 0.09 2.90 -5.36 0.1073
H -2.13 3.28 -4.36 0.1146
H -2.07 1.72 -3.54 0.1174
H -0.27 4.13 -3.00 0.1164
H -1.37 3.37 -1.86 0.1140
H 1.28 2.70 -1.93 0.1048
H 0.05 1.47 -1.57 0.0992
O 1.38 -0.94 2.95 -0.3192
S 0.39 -1.72 3.65 0.6682
O 0.67 -3.07 4.09 -0.3243
C -0.23 -0.76 5.03 -0.2290
C -1.39 0.03 4.44 -0.2185
C -2.17 -0.96 3.55 -0.2098
C -1.14 -1.71 2.70 -0.2170
H 0.57 -0.13 5.42 0.1006
H -0.56 -1.46 5.79 0.1074
H -2.03 0.45 5.22 0.1126
H -1.02 0.85 3.83 0.1205
H -2.70 -1.67 4.19 0.1182
H -2.90 -0.46 2.93 0.1017
H -1.44 -2.73 2.50 0.1081
H -0.94 -1.19 1.76 0.0863
O -7.55 1.91 1.40 -0.3069
S -6.57 2.94 1.17 0.6646
O -5.52 2.80 0.20 -0.3295
C -7.42 4.49 0.88 -0.2279
C -7.60 5.09 2.27 -0.2195
C -6.27 4.87 2.99 -0.2127
C -5.85 3.42 2.75 -0.2150
H -8.36 4.29 0.36 0.1089
H -6.78 5.11 0.26 0.1085
H -7.87 6.15 2.21 0.1159
H -8.40 4.57 2.80 0.1203
H -5.52 5.54 2.58 0.1175
H -6.35 5.08 4.06 0.1147
H -4.77 3.31 2.69 0.1034
H -6.25 2.75 3.51 0.1061
O 3.67 2.55 2.91 -0.3168
S 4.47 1.35 2.82 0.6757
O 4.48 0.53 1.63 -0.3272
C 6.15 1.74 3.27 -0.2293
C 6.19 1.55 4.78 -0.2185
C 5.42 0.25 5.06 -0.2122
C 4.12 0.32 4.25 -0.2230
H 6.39 2.76 2.95 0.1065
H 6.80 1.03 2.76 0.0976
H 7.22 1.49 5.14 0.1140
H 5.70 2.39 5.28 0.1170
H 6.01 -0.60 4.73 0.1174
H 5.21 0.13 6.12 0.1112
H 3.80 -0.67 3.91 0.0900
H 3.32 0.79 4.81 0.0996
O 6.85 3.27 0.07 -0.3234
S 7.11 1.96 -0.49 0.6641
O 7.76 0.92 0.27 -0.3300
C 5.59 1.33 -1.19 -0.2342
C 5.59 1.85 -2.63 -0.2119
C 7.02 1.66 -3.14 -0.2131
C 7.98 2.18 -2.06 -0.2221
H 4.75 1.68 -0.60 0.0964
H 5.65 0.25 -1.17 0.1031
H 4.86 1.33 -3.24 0.1092
H 5.33 2.92 -2.64 0.1209
H 7.21 0.60 -3.32 0.1167
H 7.19 2.19 -4.09 0.1121
H 8.91 1.61 -2.03 0.0996
H 8.19 3.24 -2.18 0.1019

***

[2]
22
Properties=species:S:1:pos:R:3:lowdin_charge:R:1 method="wB97M-V/def2-TZVPD" e_tot_ev=-19477.341 e_above_lowest_kcal_mol=24.67 orbital_gap_ha=0.27025 largest_force_ha_per_bohr=0.0874 multiplicity=1 homo_ev=-4.222 total_charge=-1
C 1.35 2.91 -2.08 -0.0691
C 2.23 1.70 -1.85 -0.2738
O 1.85 0.83 -0.83 -0.0473
C 0.56 0.28 -0.83 -0.4216
O -0.17 0.39 -1.77 0.1042
C 0.11 -0.22 0.48 -0.0952
N -1.12 -0.46 0.55 0.1296
C -1.66 -0.96 1.79 -0.3538
N -3.08 -0.71 1.91 0.0080
N -1.55 -2.70 1.47 0.0821
N -0.36 -3.18 1.47 -0.6068
O 0.67 -2.58 1.85 -0.1081
O -0.29 -4.38 1.08 -0.1409
H 0.40 2.48 -2.37 0.0636
H 1.44 3.52 -1.27 0.0403
H 1.60 3.37 -3.09 0.1013
H 3.27 1.85 -1.45 0.1311
H 2.23 1.13 -2.83 0.1323
H 0.91 -0.19 1.15 0.0975
H -1.21 -0.89 2.80 0.1273
H -3.69 -1.01 1.15 0.0581
H -3.50 -1.21 2.68 0.0414

***

[3]
43
Properties=species:S:1:pos:R:3:lowdin_charge:R:1 method="wB97M-V/def2-TZVPD" e_tot_ev=-52329.330 e_above_lowest_kcal_mol=43.42 orbital_gap_ha=0.30959 largest_force_ha_per_bohr=0.1439 multiplicity=1 homo_ev=-9.048
C -2.01 -0.84 -1.43 0.0054
N -2.24 0.61 -1.06 -0.0164
C -3.08 0.92 -0.01 -0.0512
C -3.04 2.29 0.05 -0.0879
N -2.14 2.82 -0.92 0.1380
C -1.76 1.84 -1.56 -0.3500
C -0.73 1.73 -2.68 -0.2969
O 0.14 0.64 -2.64 0.0287
C 0.27 2.95 -2.30 -0.1097
C 1.21 2.82 -1.18 -0.1752
N 0.88 1.89 -0.11 0.0663
C 1.78 1.01 0.54 -0.3087
O 3.01 1.25 0.39 0.0322
C 1.20 -0.06 1.47 -0.3209
O -0.01 -0.34 1.41 0.0482
N 2.10 -0.81 2.20 0.1176
C 1.88 -2.08 2.71 -0.2045
C 0.55 -2.47 3.15 0.0000
C 0.27 -3.73 3.66 -0.1113
C 1.26 -4.65 3.69 -0.6044
Cl 1.00 -6.21 4.40 0.7048
C 2.52 -4.41 3.12 -0.2890
F 3.36 -5.47 3.12 0.0367
C 2.83 -3.15 2.61 0.0621
C -1.50 1.97 -4.00 -0.5184
F -2.28 0.86 -4.22 0.1396
F -2.24 3.04 -4.18 0.1942
F -0.61 2.10 -5.03 0.1192
H -1.55 -1.04 -2.32 0.0406
H -1.44 -1.45 -0.74 0.0792
H -2.96 -1.38 -1.49 0.0950
H -3.53 0.19 0.53 0.0810
H -3.64 2.89 0.79 0.1132
H 0.45 0.47 -1.70 0.1238
H 0.85 3.08 -3.20 0.1171
H -0.24 3.95 -2.14 0.1368
H 1.35 3.83 -0.77 0.1378
H 2.22 2.39 -1.51 0.1489
H -0.07 1.71 0.18 0.1140
H 3.13 -0.49 1.93 0.1990
H -0.33 -1.82 3.00 0.1098
H -0.73 -3.98 3.96 0.1113
H 3.88 -2.89 2.26 0.1440

***

[4]
70
Properties=species:S:1:pos:R:3:lowdin_charge:R:1 method="wB97M-V/def2-TZVPD" e_tot_ev=-105363.681 e_above_lowest_kcal_mol=213.63 orbital_gap_ha=0.31938 largest_force_ha_per_bohr=0.2253 multiplicity=1 homo_ev=-8.490
C 35.11 34.25 40.03 -0.3033
S 33.69 33.17 40.16 0.8152
O 32.65 33.50 39.07 -0.5938
C 34.61 31.70 39.49 -0.2838
H 35.55 34.25 38.94 0.1045
H 35.75 33.58 40.75 0.0387
H 34.86 35.22 40.49 0.0484
H 33.88 30.67 39.36 0.1347
H 35.37 31.42 40.17 -0.0350
H 34.92 31.76 38.46 0.0297
C 41.96 30.82 34.55 -0.2524
S 41.87 32.07 33.15 0.8328
O 41.82 33.27 34.14 -0.6329
C 43.60 32.12 32.50 -0.2960
H 42.13 29.85 34.11 0.0308
H 40.94 30.96 35.05 0.0529
H 42.76 31.15 35.37 0.0778
H 44.30 32.39 33.42 0.0903
H 43.83 32.97 31.91 0.0143
H 43.76 31.15 31.88 0.0763
C 41.03 25.50 37.03 -0.2130
S 39.74 26.73 37.49 0.8695
O 38.56 25.84 37.30 -0.5849
C 40.08 26.54 39.27 -0.2714
H 40.90 24.47 37.37 0.0770
H 41.85 25.90 36.99 -0.1001
H 40.90 25.34 35.86 0.1136
H 39.69 27.49 39.90 0.0720
H 41.16 26.72 39.48 0.0357
H 39.99 25.74 39.87 -0.0033
C 38.01 32.40 43.80 -0.2637
S 37.38 31.25 42.52 0.8302
O 37.45 32.10 41.30 -0.5774
C 38.85 30.29 42.34 -0.2532
H 38.12 31.93 44.86 0.0871
H 37.22 33.28 43.89 0.0961
H 38.95 32.79 43.55 0.0113
H 39.61 31.10 42.28 0.0700
H 38.57 29.87 41.52 -0.0656
H 39.01 29.42 43.18 0.1425
C 37.80 30.40 38.20 -0.2609
S 39.51 30.13 38.54 0.7956
O 40.13 29.78 37.18 -0.5737
C 40.02 31.77 38.98 -0.2246
H 37.06 30.65 39.03 0.0606
H 37.40 29.68 37.52 0.0328
H 37.74 31.12 37.44 0.0398
H 39.45 31.92 39.84 -0.0132
H 39.80 32.53 38.16 0.1108
H 41.04 31.36 39.15 0.0369
C 37.12 29.24 34.41 -0.2812
S 37.30 27.71 33.64 0.8382
O 38.77 27.22 33.92 -0.5843
C 36.32 26.71 34.72 -0.2647
H 37.43 30.02 33.82 0.0309
H 37.58 29.23 35.37 0.0279
H 36.10 29.26 34.79 0.0553
H 36.80 26.67 35.79 0.0896
H 36.28 25.85 34.12 0.0244
H 35.42 27.35 34.80 0.0470
C 43.40 29.81 37.66 -0.2858
S 44.14 28.91 39.00 0.8360
O 42.90 28.48 39.73 -0.5548
C 44.67 27.53 38.10 -0.2749
H 42.63 29.59 37.20 -0.0873
H 44.25 30.19 36.90 0.1088
H 43.02 30.85 38.02 0.0903
H 43.82 27.15 37.58 0.0366
H 44.98 26.88 38.74 -0.0328
H 45.60 27.77 37.30 0.1551

***

[5]
19
Properties=species:S:1:pos:R:3:lowdin_spin:R:1 method="wB97M-V/def2-TZVPD" e_tot_ev=-223054.340 e_above_lowest_kcal_mol=23.22 orbital_gap_ha="0.24462 / 0.08057" largest_force_ha_per_bohr=0.0668 multiplicity=2 homo_ev="-12.551 / -12.538" total_charge=+1
C 3.26 3.02 2.42 -0.0270
Br 5.05 2.51 1.58 0.0516
Br 2.06 1.38 2.27 0.5612
Br 2.20 4.45 1.57 0.4004
H 3.38 3.31 3.46 -0.0011
C -0.99 -2.75 0.04 0.0030
C -0.45 -1.63 0.61 0.0009
C -0.53 -0.41 0.01 0.0028
C -1.25 -0.20 -1.21 0.0033
C -1.87 -1.38 -1.74 0.0001
C -1.71 -2.66 -1.12 0.0025
N -1.32 1.12 -1.88 0.0003
O -0.52 1.92 -1.43 0.0006
O -2.10 1.36 -2.79 -0.0001
H -0.97 -3.64 0.65 0.0001
H 0.12 -1.78 1.51 0.0001
H 0.06 0.40 0.42 0.0011
H -2.32 -1.48 -2.72 0.0000
H -2.08 -3.53 -1.64 0.0001

***

[6]
66
Properties=species:S:1:pos:R:3:lowdin_charge:R:1 method="wB97M-V/def2-TZVPD" e_tot_ev=-37927.196 e_above_lowest_kcal_mol=53.63 orbital_gap_ha=0.30033 largest_force_ha_per_bohr=0.0260 multiplicity=1 homo_ev=-7.740
C 6.18 -1.55 2.53 -0.0901
C 4.92 -2.13 1.91 -0.1983
C 3.64 -1.30 2.13 -0.4940
C 3.27 -1.19 3.62 -0.0148
C 3.78 0.10 1.54 -0.0192
N 2.56 -2.06 1.51 0.0106
N 2.48 -3.35 1.86 0.0457
N 1.47 -3.86 1.29 -0.0161
N 0.85 -2.96 0.55 0.0692
C 1.51 -1.83 0.67 -0.2096
C 1.11 -0.54 0.03 -0.1934
C 0.17 -0.67 -1.16 -0.1347
C -0.82 -1.64 -1.27 -0.0234
C -1.67 -1.66 -2.36 -0.0541
C -1.60 -0.68 -3.33 -0.0179
C -0.62 0.31 -3.22 -0.2279
C -0.54 1.35 -4.17 -0.1977
N -0.49 2.22 -4.91 0.1655
C 0.28 0.29 -2.15 0.0032
N 0.62 0.33 1.10 -0.1229
C 0.56 1.75 0.83 -0.1550
C -0.76 2.25 0.18 -0.1440
N -1.92 1.53 0.68 -0.0714
C -2.84 0.96 -0.21 -0.1715
C -3.36 -0.31 0.02 -0.0435
C -4.28 -0.87 -0.85 -0.0994
C -4.65 -0.20 -1.99 -0.0744
C -4.17 1.08 -2.23 -0.2508
C -4.60 1.80 -3.47 -0.0447
C -3.31 1.69 -1.31 -0.1591
C -3.00 3.15 -1.51 -0.0338
C -1.64 0.90 1.95 -0.1408
C -0.53 -0.16 1.85 -0.1276
H 6.08 -1.43 3.61 0.0706
H 6.44 -0.58 2.10 0.0678
H 7.01 -2.23 2.35 0.0758
H 4.74 -3.12 2.32 0.1019
H 5.07 -2.24 0.83 0.1205
H 3.19 -2.18 4.05 0.0861
H 2.32 -0.68 3.72 0.0808
H 4.02 -0.62 4.15 0.0813
H 4.56 0.63 2.09 0.0883
H 4.08 0.06 0.49 0.0953
H 2.85 0.65 1.64 0.0645
H 2.03 -0.06 -0.35 0.1316
H -0.89 -2.42 -0.53 0.0914
H -2.41 -2.44 -2.45 0.1150
H -2.28 -0.66 -4.17 0.1250
H 1.06 1.04 -2.12 0.1290
H 1.39 2.03 0.18 0.1238
H 0.70 2.26 1.78 0.1204
H -0.84 3.32 0.41 0.1194
H -0.71 2.13 -0.90 0.0942
H -3.06 -0.89 0.88 0.0985
H -4.68 -1.85 -0.63 0.1078
H -5.33 -0.66 -2.70 0.1079
H -5.29 2.61 -3.24 0.0841
H -3.74 2.23 -3.99 0.0774
H -5.10 1.11 -4.15 0.0769
H -2.21 3.31 -2.24 0.0844
H -3.89 3.66 -1.88 0.0782
H -2.72 3.62 -0.57 0.0710
H -1.33 1.69 2.65 0.1248
H -2.55 0.46 2.35 0.1229
H -0.92 -1.06 1.37 0.1003
H -0.21 -0.44 2.87 0.1189